Entry 1:
55
Properties=species:S:1:pos:R:3:lowdin_spin:R:1 method="wB97M-V/def2-TZVPD" gap_ev="5.3 / 5.1" mol_weight_g_mol=546.805 multiplicity=7 s_squared=13.019
O 0.02363 0.02490 0.18566 0.0222
C -0.98693 1.02325 -0.30952 0.0170
C -0.06987 1.41690 -1.46165 0.0015
H -1.10729 1.80720 0.45124 0.0021
H -1.93429 0.51925 -0.58571 0.0084
C 0.97529 0.47370 -0.85800 0.0044
H 0.23005 2.46194 -1.43913 0.0000
H -0.43165 1.11708 -2.45412 0.0001
C 2.12700 1.22021 -0.22185 -0.0020
H 1.77074 2.05851 0.39848 0.0001
H 2.73539 1.65465 -1.02326 -0.0001
H 2.77387 0.53879 0.34517 -0.0016
C 1.36708 -0.66160 -1.77357 0.0001
H 0.47267 -1.08935 -2.24908 0.0001
H 1.91997 -1.43577 -1.22476 -0.0002
H 2.01733 -0.25322 -2.55687 0.0000
Tb -0.81263 -1.83010 1.10788 6.7667
C -0.78895 -4.26436 0.39463 -0.0023
C -2.11929 -3.95189 0.80539 0.0070
C -2.65433 -2.99599 -0.11400 0.0135
H -2.63978 -4.40926 1.64300 0.0000
C -1.64275 -2.72469 -1.10123 0.0108
C -0.48576 -3.50682 -0.77701 -0.0028
H 0.42791 -3.60511 -1.37189 -0.0010
H -0.16015 -5.04111 0.82065 -0.0001
H -3.68122 -2.61263 -0.10797 0.0031
H -1.77306 -2.11449 -1.99940 0.0007
C 0.68805 -2.32807 3.18839 -0.2467
C 1.42579 -2.89321 2.01121 -0.0851
C 2.38002 -1.94847 1.63315 -0.0851
H 1.30532 -3.92311 1.68669 0.0015
C 2.49292 -0.98531 2.70212 -0.1385
C 1.54760 -1.26558 3.68500 -0.0310
H 1.41373 -0.76886 4.64255 0.0030
H 0.47379 -3.78078 4.20292 -0.0116
H 2.98102 -1.99736 0.71962 -0.0046
H 3.25889 -0.20414 2.71997 -0.0079
O -0.79279 4.05498 -1.55202 0.0000
C -0.04584 4.57796 -2.68490 0.0000
C -0.52278 6.00231 -3.02203 0.0000
H -0.21071 3.90113 -3.54323 0.0000
H 1.03325 4.56746 -2.43782 0.0000
C -1.78050 6.20573 -2.14094 0.0000
H -0.74801 6.10573 -4.08842 0.0000
H 0.26587 6.70796 -2.73941 0.0000
C -1.76811 5.02648 -1.13896 0.0000
H -2.68417 6.12955 -2.75830 0.0000
H -1.76382 7.17208 -1.62699 0.0000
H -2.74903 4.52725 -1.09916 0.0000
H -1.50674 5.39411 -0.13207 0.0000
O 0.71359 -4.64307 4.63868 -0.0189
Cl 0.05555 -5.85428 3.61976 -0.0031
O 0.93704 -5.85210 2.43284 -0.0017
O -1.32036 -5.42888 3.33224 0.0000
O -0.63252 -2.31949 3.22603 -0.2181

=====

Entry 2:
66
Properties=species:S:1:pos:R:3:nbo_charge:R:1 method="wB97M-V/def2-TZVPD" charge=+1 gap_ev=5.9 mol_weight_g_mol=831.510 e_above_lowest_kcal_mol=13.4
Au 1.71758 -2.03127 0.37206 1.2112
I 1.07612 -1.61916 2.95998 0.3982
C -0.01987 -3.41606 2.82581 -0.1376
C -0.42728 -4.01996 3.97359 -0.2373
C -1.24141 -5.17189 3.87382 -0.1992
C -1.61868 -5.63598 2.64787 -0.1536
C -1.17783 -5.01211 1.45128 -0.0658
C -1.53286 -5.51382 0.17568 -0.1626
C -1.08011 -4.91823 -0.96449 -0.1893
C -0.22441 -3.79219 -0.89463 -0.2407
C 0.15603 -3.30697 0.31796 -0.2016
C -0.33208 -3.87374 1.53006 -0.0589
H -0.14260 -3.63317 4.94419 0.2343
H -1.56511 -5.66955 4.77890 0.2362
H -2.26484 -6.50406 2.56859 0.2309
H -2.17249 -6.38773 0.12385 0.2268
H -1.35685 -5.30684 -1.93598 0.2318
H 0.13454 -3.32369 -1.80350 0.2560
O 1.67960 -1.66081 -1.63293 -0.7119
C 2.68579 -1.72553 -2.50876 0.3481
C 2.31511 -1.84473 -3.86062 -0.2126
C 3.24480 -1.88664 -4.86996 -0.1751
C 4.60548 -1.81588 -4.56782 -0.2368
C 4.98400 -1.70116 -3.25805 -0.1475
C 4.04999 -1.65037 -2.20881 -0.2171
C 4.50651 -1.54740 -0.83576 0.4181
N 3.77384 -1.46262 0.27042 -0.5989
C 4.64027 -1.43134 1.35958 -0.0857
C 5.90715 -1.47759 0.90737 -0.0618
N 5.80636 -1.55348 -0.46684 -0.4949
H 1.25047 -1.89949 -4.05864 0.2217
H 2.92314 -1.98117 -5.89930 0.2280
H 5.35158 -1.85041 -5.35055 0.2285
H 6.04608 -1.64005 -3.04846 0.1953
H 4.28413 -1.36039 2.37460 0.2248
H 6.85122 -1.47270 1.42853 0.2425
H 6.58198 -1.60204 -1.09997 0.4328
C -3.50113 4.67452 3.04635 -0.6065
C -2.22247 4.23369 2.34181 -0.4054
C -2.32220 2.79033 1.87981 -0.2151
N -1.06884 2.34369 1.25478 -0.5636
C -0.86999 1.57028 0.18772 0.3317
S 0.63384 0.87878 -0.12857 -0.3175
N -1.91673 1.32160 -0.68365 -0.6743
C -2.93247 2.15950 -1.20831 0.6674
O -3.88801 1.64131 -1.72861 -0.5371
C -2.74377 3.64253 -1.15552 -0.1125
C -1.49346 4.22906 -1.32875 -0.2072
C -1.37941 5.61248 -1.36933 -0.2135
C -2.50808 6.40860 -1.22459 -0.1870
C -3.75843 5.82227 -1.05665 -0.2006
C -3.87723 4.44155 -1.03884 -0.1976
H -3.41518 5.70713 3.38789 0.2247
H -3.70850 4.04916 3.91883 0.2059
H -4.35887 4.61414 2.37098 0.2100
H -1.37420 4.32887 3.02788 0.1971
H -2.02894 4.87094 1.47970 0.2195
H -3.13936 2.68171 1.18371 0.2135
H -2.53153 2.14307 2.73657 0.1977
H -0.23111 2.52204 1.78266 0.4146
H -1.85877 0.43464 -1.15587 0.4365
H -0.60907 3.61450 -1.46285 0.2295
H -0.40812 6.06619 -1.52490 0.2253
H -2.41550 7.48812 -1.26042 0.2253
H -4.64111 6.44280 -0.95841 0.2258
H -4.84676 3.96678 -0.93246 0.2370

=====

Entry 3:
11
Properties=species:S:1:pos:R:3:nbo_charge:R:1 method="wB97M-V/def2-TZVPD" charge=+1 gap_ev=9.8 mol_weight_g_mol=94.093 e_above_lowest_kcal_mol=28.9
C -1.68728 -0.89872 2.98903 0.4389
C 0.18334 0.01495 0.42434 -0.2379
C 0.34538 -0.71406 1.53652 0.0709
C -0.76354 1.77055 0.93873 0.9276
C -1.06647 0.77137 -0.02899 -0.6088
N -0.76824 -0.79330 2.29447 -0.6144
O -0.44870 2.37659 1.81129 -0.2221
H 0.96381 0.24666 -0.36680 0.2677
H 1.32887 -1.11901 1.82787 0.2844
H -0.92433 0.98140 -1.12796 0.3501
H -2.10420 0.39115 0.06120 0.3437

=====

Entry 4:
13
Properties=species:S:1:pos:R:3:nbo_charge:R:1 method="wB97M-V/def2-TZVPD" gap_ev=9.9 smiles="C=CC(=O)NC(Br)Br" mol_weight_g_mol=242.898 e_above_lowest_kcal_mol=12.8
C -0.40964 -0.08203 0.91693 0.6565
C -1.05520 0.18913 -0.41238 -0.3273
C -2.37894 0.48654 -0.42685 -0.2569
C 1.79882 -0.17450 -0.25586 -0.1027
N 0.95332 -0.38077 0.80523 -0.6855
O -0.94381 -0.32187 2.00180 -0.5729
Br 3.04805 -1.88290 -0.33809 -0.0500
Br 2.81592 1.52316 -0.35652 0.0493
H -0.52628 0.06905 -1.27609 0.2035
H 1.23458 -0.43047 -1.29394 0.2489
H -2.70484 0.71105 -1.44393 0.1911
H -3.10786 0.71413 0.32916 0.2259
H 1.27587 -0.42052 1.75055 0.4198

=====

Entry 5:
17
Properties=species:S:1:pos:R:3:nbo_charge:R:1 method="wB97M-V/def2-TZVPD" gap_ev=9.7 smiles="CC1=CCC[C@H]1O" mol_weight_g_mol=98.145 e_above_lowest_kcal_mol=21.8
C 2.08469 -0.00187 -0.28793 -0.6367
C 0.74219 0.06826 0.35771 -0.0263
C 0.10315 -0.93421 0.96874 -0.1711
C -1.37500 -0.88877 0.61507 -0.4482
C -1.23384 -0.16319 -0.74488 -0.3835
C -0.29328 0.96375 -0.32468 0.0535
O -1.00416 1.85098 0.52823 -0.7204
H 2.74165 -0.75158 0.15569 0.2205
H 2.60558 0.95332 -0.38782 0.2122
H 1.84010 -0.34022 -1.30931 0.2137
H 0.58235 -1.82105 1.37460 0.2052
H -1.96413 -0.27219 1.30382 0.2307
H -1.83549 -1.87918 0.56392 0.2103
H -0.62295 -0.79317 -1.41009 0.1953
H -2.14420 0.11392 -1.27715 0.2097
H 0.14359 1.52392 -1.16319 0.1641
H -0.37025 2.37129 1.03726 0.4711

=====

Entry 6:
13
Properties=species:S:1:pos:R:3:nbo_charge:R:1 method="wB97M-V/def2-TZVPD" gap_ev="7.5 / 7.5" mol_weight_g_mol=134.229 e_above_lowest_kcal_mol=113.1
C -0.22741 -1.37082 -0.00971 -0.1948
C 1.06310 -1.18766 -0.14926 -0.3204
C -1.29273 -0.34362 0.08817 -0.6107
N 2.78014 1.05420 0.57203 -1.1179
N -1.28272 2.28715 -0.47363 -1.1123
S 1.64507 0.61742 -0.40974 0.7921
S -0.49753 1.25578 0.43370 0.8162
H -0.40064 -2.48229 -0.01355 0.2369
H 1.90364 -1.84740 -0.32180 0.2395
H -1.85020 -0.25714 -0.91775 0.2697
H -1.89790 -0.68339 0.84704 0.2385
H 3.23300 1.93106 0.50174 0.3875
H -1.10287 3.26710 -0.33474 0.3758

=====

Entry 7:
13
Properties=species:S:1:pos:R:3:nbo_charge:R:1 method="wB97M-V/def2-TZVPD" gap_ev=8.6 mol_weight_g_mol=63.100 e_above_lowest_kcal_mol=115.0
C -2.66942 -0.40207 -0.03064 -0.3993
C 2.47952 -0.65944 -0.57772 -0.2475
H -1.16240 0.93871 0.33129 0.3799
H -3.02934 1.24141 0.78704 0.3645
H -3.77191 -0.44381 0.12451 0.1794
H -2.55180 -0.33360 -1.11139 0.1735
H -2.34915 -1.48477 0.48519 0.1536
H 3.41503 0.99873 0.48969 0.4403
H 1.79827 -1.15238 -1.56599 0.1671
H 3.53232 -0.65000 -0.86044 0.1640
H 2.32419 -1.52709 0.18534 0.1515
N -2.10766 0.57553 0.76140 -0.8518
O 2.21097 0.59414 -0.06811 -0.6752